No. 1
Here is a molecular structure, C34H39N10O7PSTi in a non-equilibrium geometry from the OMol25 dataset. Energies are from the ωB97M-V functional and the def2-TZVPD basis.

Last column: Mulliken spin population.
Element x y z (Å)
C -3.00 1.05 -3.60  0.024
H 1.09 -3.01 -0.77  -0.018
C -1.31 2.59 -3.75  0.018
C 3.60 -4.77 0.56  0.000
C -4.62 4.42 -3.54  0.000
C -3.94 2.05 -3.44  -0.006
H 3.32 -5.65 1.15  0.000
C -0.62 -2.55 -3.26  -0.021
S -0.15 1.92 1.92  -0.025
H -0.03 -2.89 -4.12  -0.004
C -0.13 -3.45 2.16  -0.005
N -2.24 2.70 0.47  0.002
C -2.64 -1.11 0.14  0.056
H 3.46 1.96 4.41  0.000
C 4.48 3.74 -1.12  0.000
C 0.79 -0.53 -2.95  -0.031
N 0.43 -2.09 2.44  0.008
H 0.61 -4.24 2.44  0.000
C -3.57 3.92 2.58  0.007
C 2.17 -3.11 -0.55  0.031
C 3.65 1.90 -2.69  0.001
H -2.24 -3.47 2.35  -0.001
H 3.63 2.53 2.13  0.000
H -0.29 -3.57 1.09  0.010
N 1.16 2.73 -0.54  0.002
O -1.58 2.05 -0.57  0.021
P 1.61 -1.34 1.52  -0.016
H -4.30 -2.04 -0.18  -0.001
H 2.71 -2.48 -1.29  -0.005
C -1.32 -2.52 4.10  -0.001
N 2.43 -2.66 0.82  -0.004
C -2.19 3.66 -3.69  -0.007
C 2.92 -0.02 3.70  0.000
C -3.42 3.31 0.20  0.006
O 1.09 -0.51 0.34  -0.023
C -2.40 -2.86 -1.65  -0.121
H -3.20 -3.47 -1.26  -0.009
N -4.32 5.56 -4.23  0.000
H -2.29 -2.05 4.25  0.000
N -1.06 -0.88 -1.57  0.263
N 3.63 1.01 -3.45  0.001
H 4.49 -2.91 1.29  0.000
H 3.11 -4.77 -1.57  0.000
O -2.03 -0.24 0.77  0.079
H -1.04 -2.93 5.09  0.000
C -0.33 -1.38 -2.61  0.170
H -5.01 4.44 1.03  0.000
H 4.64 -4.96 0.24  0.000
Ti -0.22 0.80 -0.33  0.994
C -1.67 2.67 1.73  0.008
H 5.22 1.84 2.15  0.000
C 3.48 2.89 -1.68  0.000
N 2.63 -0.23 2.28  -0.002
H 2.44 -0.26 -3.83  -0.002
H -1.41 -4.61 3.43  0.000
H 1.97 0.20 4.24  0.000
H 4.54 -0.24 1.27  0.000
H -0.24 2.76 -3.88  0.001
O -3.81 -1.66 0.56  0.024
C -4.07 3.92 1.26  -0.003
H -3.79 3.22 -0.81  0.001
C -2.07 -1.63 -1.08  0.299
C -2.33 3.33 2.80  -0.002
C -1.38 -3.60 3.01  0.000
H 3.29 0.78 0.52  -0.002
C 4.18 1.60 2.37  0.000
O 1.64 -0.93 -3.88  0.017
C -3.55 3.39 -3.53  0.000
C 3.54 -3.47 1.38  0.000
C 2.64 -4.58 -0.61  0.001
C -1.68 -3.34 -2.75  0.216
C 3.69 0.45 1.49  0.003
H 4.84 0.84 4.32  0.000
N 5.28 4.44 -0.64  0.001
H -0.66 -0.53 3.35  -0.002
C 3.92 1.15 3.81  0.000
H -1.75 4.65 -3.67  0.000
H -1.93 -4.30 -3.20  0.022
H 1.76 -5.26 -0.55  0.000
H -4.98 1.78 -3.23  -0.001
H 3.36 -0.94 4.16  0.000
H -3.24 -0.01 -3.59  0.000
C 2.21 2.87 -1.06  0.007
H -5.10 6.21 -4.31  0.000
H 3.39 -3.70 2.46  0.000
H -4.15 4.36 3.40  0.001
C -0.23 -1.50 3.63  0.000
H -1.82 3.35 3.77  0.000
H 0.50 -1.39 4.44  0.000
O -5.73 4.23 -2.99  0.000
O 0.87 0.54 -2.31  0.015
H -3.63 5.53 -4.96  0.000
N -1.71 1.32 -3.78  0.004

## Properties
HOMO level (spin up / spin down)	-5.71 / -7.62	eV
2S+1	3
energy above the lowest of the compared OMol25 structures with the same formula, charge and spin	0.000	eV

---

No. 2
Here is a molecular structure, C34H39N5O2P2S2V in a non-equilibrium geometry from the OMol25 dataset. Energies are from the ωB97M-V functional and the def2-TZVPD basis.

Last column: Mulliken spin population.
Element x y z (Å)
O 1.89 -0.04 5.67  0.002
C 3.72 -1.55 0.01  0.003
H 0.82 2.79 -9.47  0.000
C -2.06 1.81 -7.79  0.000
C -3.36 -2.35 -0.15  0.029
H 1.46 -1.76 -3.41  -0.011
C -2.92 1.79 -4.31  0.007
C -0.27 -0.86 3.10  0.014
H -0.52 -2.66 -2.21  0.009
H 4.91 1.99 -4.21  0.000
H 3.78 3.90 -2.61  0.000
P 1.53 -0.38 -1.38  -0.158
N 2.58 0.85 -2.15  0.000
H -2.90 0.24 -6.65  0.000
C -0.61 -1.68 -2.71  0.024
H -2.85 3.75 -3.21  0.000
H -4.07 -2.23 5.58  0.000
C -1.39 -0.61 -8.01  0.000
H -1.17 -1.83 -3.64  -0.001
H -3.87 -1.63 -3.30  0.000
O 0.54 1.92 4.96  0.003
H 1.99 0.45 1.73  0.023
H -1.17 1.61 -9.75  0.000
C 0.07 -0.30 -8.42  0.000
H 4.35 -4.54 -1.33  0.001
N 0.76 -0.09 3.37  0.039
H 3.72 -0.37 -3.50  0.000
C -2.40 -1.74 4.30  0.001
C 2.54 2.22 -1.90  0.014
C -2.61 -1.03 6.62  0.000
P -1.59 -0.68 -1.51  0.000
S -0.45 -1.61 1.57  -0.013
H 0.71 -0.17 -3.61  0.018
C -1.19 -1.05 4.22  0.015
N -3.03 -1.66 -1.32  0.016
C -4.51 -3.10 -0.38  0.005
H -2.74 -2.25 3.40  0.002
C 3.98 -3.56 -1.04  0.002
H -1.38 -1.43 -7.27  0.000
H -2.16 2.16 -1.07  -0.018
H -1.92 -1.02 -8.89  0.000
C 3.55 0.62 -3.13  -0.001
S 0.78 0.50 4.92  0.000
C 0.23 2.74 -8.54  0.000
H -2.73 -2.26 0.72  -0.016
H 0.08 0.13 -9.44  0.000
N -2.33 0.56 -2.50  0.010
C 0.93 1.88 -7.50  0.000
H 1.41 -0.02 -6.70  0.000
H -1.71 3.23 -9.30  0.000
H 0.59 -1.27 -8.49  0.000
C -2.63 0.51 -3.85  -0.004
C 2.94 -2.87 -1.64  0.001
C -3.11 -1.72 5.50  0.001
C -4.88 -2.90 -1.75  0.000
V -0.14 0.00 0.02  2.834
C -2.17 0.53 -7.41  0.000
H -3.19 2.05 -5.32  0.002
H 1.56 2.44 -6.79  0.000
C 1.63 0.98 0.82  0.081
H -3.15 -1.04 7.56  0.000
C -1.40 -0.33 6.53  0.000
C 4.48 -2.73 0.02  0.005
C 0.85 0.55 -7.45  0.000
H 2.28 -3.18 -2.44  0.001
C 0.77 -1.04 -2.94  0.009
H -0.96 0.22 7.36  0.000
C 3.52 2.85 -2.65  0.006
H -5.02 -3.71 0.34  0.000
H 3.75 -0.69 0.65  -0.003
H 1.80 2.62 -1.22  0.010
C -1.21 2.32 -8.92  0.000
C -3.95 -2.02 -2.31  0.008
N 2.79 -1.63 -1.03  0.039
H 0.74 1.60 1.09  -0.078
H 5.28 -2.97 0.69  0.000
H 2.42 1.61 0.39  0.019
C -2.74 2.68 -3.19  0.020
C -2.38 1.90 -2.10  0.032
C -0.71 -0.35 5.33  -0.002
H -2.62 -0.44 -4.38  -0.001
H 0.20 3.77 -8.15  0.000
C 4.14 1.84 -3.46  0.002
H -2.65 2.59 -7.29  0.000
H -5.71 -3.35 -2.28  0.000

## Properties
HOMO level (spin up / spin down)	-7.84 / -8.52	eV
2S+1	4
energy above the lowest of the compared OMol25 structures with the same formula, charge and spin	0.000	eV

---

No. 3
Here is a molecular structure, C34H39N5OTl in a non-equilibrium geometry from the OMol25 dataset. Energies are from the ωB97M-V functional and the def2-TZVPD basis.

Last column: Mulliken charge in e.
Element x y z (Å)
C -2.06 -1.26 3.51  -0.437
H 4.66 3.54 1.90  0.423
H 3.30 -0.74 -3.27  0.511
H 2.24 -3.26 -3.43  0.567
H -4.05 -5.17 -0.79  0.372
H -1.17 -4.94 1.59  0.314
C 2.79 -1.35 -2.53  -0.572
H -3.37 -5.95 0.66  0.350
H 1.02 -4.38 2.22  0.303
C 2.25 -2.58 -2.60  -0.682
C -0.51 -3.76 -2.09  1.652
H 1.70 -1.79 0.52  0.495
H -3.68 1.56 -0.07  0.249
N 1.63 -2.86 -1.37  0.310
C 5.19 1.48 2.32  -0.484
H -2.28 -1.50 0.12  0.355
C 0.31 -4.12 0.23  0.863
C 2.02 -1.89 -0.50  -0.731
C -0.99 -4.60 0.57  -0.922
C -2.13 2.96 -0.53  0.868
H 1.69 4.50 -0.33  0.310
C -0.71 4.08 1.30  -1.220
H -1.32 -3.51 -4.03  0.391
H -2.97 0.95 -2.57  0.131
N 2.58 -0.87 -1.22  0.432
H 1.73 4.41 -2.10  0.368
H -0.24 -2.19 -3.60  0.217
C -3.40 -5.02 0.08  -1.518
C -0.16 3.92 -1.23  0.705
C 0.51 -3.69 -1.14  -0.228
C 4.49 2.49 1.67  -0.394
H -2.90 2.29 1.34  0.322
H 0.92 5.77 -1.29  0.312
H 2.99 2.89 0.12  0.200
H 0.31 4.48 1.40  0.376
H 0.42 -3.80 -4.05  0.323
H 0.12 2.05 4.15  0.187
C -1.07 -0.27 3.56  0.598
H -0.90 2.81 -4.43  0.300
H -3.28 -2.48 2.19  0.273
N 4.09 -0.19 0.99  -0.403
C -3.24 2.49 0.32  -1.624
C -0.79 3.35 -2.37  0.262
C -1.93 -1.19 1.11  -0.024
H 0.34 0.87 2.32  0.299
H 5.93 1.68 3.10  0.349
H -2.79 2.17 -3.84  0.369
H -3.85 -4.25 0.72  0.184
H 0.74 2.75 -3.75  0.211
C -0.50 0.16 2.34  -1.022
H 5.45 -0.67 2.48  0.365
H -0.81 3.24 2.00  -0.009
H -1.41 4.87 1.62  0.284
C -2.51 -1.72 2.28  -0.789
H -2.48 -1.66 4.44  0.424
H -2.59 -4.25 -2.40  0.124
C 1.11 4.68 -1.24  -1.665
C 2.53 0.46 -0.79  -1.120
H -4.02 2.37 -2.58  0.322
H 2.33 -3.85 0.98  0.472
O -1.00 -0.31 5.94  -0.664
H 2.55 1.19 -1.61  0.515
C -2.03 2.78 -1.94  -0.032
C 3.37 0.77 0.34  0.062
H 0.22 1.82 5.85  0.245
N 0.08 1.42 4.94  -0.305
C -0.68 0.27 4.91  0.238
C -2.02 -4.62 -0.36  0.925
C -0.98 3.67 -0.10  0.457
Tl -0.17 0.24 -1.60  1.009
C 1.29 -4.07 1.21  -1.766
C 4.93 0.14 1.96  -0.311
C -2.99 2.03 -2.78  -1.242
C 3.56 2.15 0.69  -0.029
H -4.05 3.23 0.38  0.345
C -0.39 -3.28 -3.51  -1.529
C -1.77 -4.23 -1.68  -1.072
C -0.22 3.30 -3.73  -1.480
N -0.93 -0.29 1.15  0.393
H -0.01 4.31 -4.11  0.341

## Properties
net charge	-1
HOMO level	-3.01	eV
2S+1	1
energy above the lowest of the compared OMol25 structures with the same formula, charge and spin	0.000	eV

---

No. 4
Here is a molecular structure, C34H40B2BeF9MgNO12P2S in a non-equilibrium geometry from the OMol25 dataset. Energies are from the ωB97M-V functional and the def2-TZVPD basis.

Last column: Mulliken charge in e.
Element x y z (Å)
H 6.81 0.67 -1.79  0.354
C 0.49 -1.77 -1.07  -0.517
H 3.25 -0.58 1.79  -0.112
C -0.69 -0.44 0.73  -1.073
H 4.09 -0.81 3.34  0.381
H 0.72 -3.09 -3.55  0.452
H 2.28 -6.18 -2.07  0.454
H 0.16 1.40 -1.88  0.212
H 4.41 1.07 -1.09  0.496
H -2.92 -1.56 -2.21  0.253
C -0.56 1.81 2.11  -1.552
H -4.48 6.31 -0.42  0.368
H 3.14 -6.67 -0.60  0.366
H 1.87 -4.27 -2.94  0.203
H -4.37 3.49 0.76  0.291
C 3.23 -4.48 -0.98  -1.292
F -4.14 2.13 -6.07  -0.217
H 1.54 -5.84 -0.44  0.313
H -1.47 1.55 2.67  0.513
H 2.94 4.55 2.62  0.303
H -1.83 -2.93 -2.82  0.514
O -3.62 5.04 1.85  -0.254
P -0.47 -0.96 -2.44  0.239
C 3.19 -0.38 2.88  -0.383
C -0.02 0.94 1.08  1.101
C 3.69 -0.57 -2.30  0.669
Mg 4.52 2.10 0.21  0.778
H 3.27 0.73 3.03  0.253
S -5.03 1.17 -3.76  1.139
C 1.14 1.40 0.44  0.136
B -4.96 -2.30 3.63  0.526
H 4.11 -4.63 -0.34  0.342
H -1.22 -0.74 1.66  0.916
C 0.37 -1.49 0.33  -0.092
C -4.34 -1.68 1.53  0.614
C -3.95 6.19 2.44  0.317
C -0.73 0.84 -2.19  -0.805
F -3.01 7.81 3.91  -0.237
F -1.65 6.37 3.09  -0.252
C -2.05 -1.85 -2.85  -0.907
O -4.93 6.83 2.21  -0.474
H -0.33 3.72 3.20  0.536
O -2.64 -3.40 1.34  -0.488
H 5.44 -2.67 -4.30  0.535
H -1.46 -0.33 -0.04  0.283
F -2.80 0.72 -5.16  -0.203
C -4.10 1.01 -5.35  0.628
C 6.26 -1.02 -3.07  -0.746
C 3.91 -1.62 -3.17  0.293
C 6.01 0.02 -2.17  -0.344
H -4.93 4.81 -1.25  0.364
H -3.25 5.11 -0.79  0.246
F -4.56 -1.58 4.76  -0.350
F -6.11 -3.01 3.89  -0.313
H 2.68 2.94 0.17  0.798
C 1.63 -3.19 -2.95  -1.768
C -3.50 -2.87 1.99  0.660
O -4.38 2.25 -3.05  -0.517
H 2.27 5.27 1.13  0.410
C 2.25 -3.43 -0.49  -0.268
C 5.25 -1.86 -3.59  -0.582
H 2.29 -1.45 4.48  0.652
O 2.81 -2.67 -4.90  -0.455
H 2.66 -0.39 -1.99  0.088
C 4.68 0.26 -1.79  -0.377
Be -0.12 1.35 4.22  0.401
C -4.29 5.24 -0.48  -1.088
H 1.33 -0.05 3.89  -1.073
H 1.57 0.78 -0.35  -0.638
F -1.38 -3.07 -1.13  -0.550
H -5.57 4.69 1.18  0.339
C 1.78 2.65 0.74  -0.200
C 2.79 -2.49 -3.74  0.136
C -4.54 4.56 0.85  -0.192
C 2.07 -3.08 0.84  0.637
O -3.86 -3.22 3.19  -0.407
F -4.59 0.04 -6.13  -0.216
O -5.17 -1.36 2.48  -0.400
H 7.29 -1.17 -3.39  0.397
H 4.39 -4.33 1.49  0.182
H -1.58 1.08 -1.51  0.484
O 0.20 -2.72 3.45  -0.394
C 1.25 3.50 1.78  0.256
C 2.48 -5.89 -1.02  -1.213
H -1.03 1.24 -3.18  0.607
C 1.95 -0.93 3.57  0.635
O -4.89 -0.12 -3.10  -0.462
C -2.92 6.55 3.52  0.848
C 0.10 3.08 2.41  -0.194
C 1.44 -2.76 -1.47  0.796
O 2.45 -5.17 2.50  -0.651
C 1.99 4.80 2.09  -1.576
H 3.60 -4.31 -2.00  0.328
F -3.07 5.79 4.61  -0.265
B 1.07 -1.97 2.76  0.450
H 3.50 -3.07 3.16  0.081
N 1.14 -2.16 1.23  0.826
H -2.26 -1.64 -3.93  0.535
H 1.45 5.49 2.74  0.383
O -4.24 -1.12 0.47  -0.544
H 0.05 -3.54 2.95  0.338
P 3.15 -3.95 2.09  0.506
O -6.38 1.47 -4.15  -0.523

## Properties
net charge	+2
HOMO level	-13.17	eV
2S+1	1

---

No. 5
Here is a molecular structure, C34H40ClI2N2O2PTa in a non-equilibrium geometry from the OMol25 dataset. Energies are from the ωB97M-V functional and the def2-TZVPD basis.

Last column: Mulliken charge in e.
Element x y z (Å)
H 2.92 -4.10 3.00  0.541
C 1.26 -2.23 0.74  1.401
C 3.51 -3.84 0.96  -0.868
H 1.57 0.09 1.91  0.522
H -1.09 -1.42 -3.74  0.640
C -1.64 -3.89 -2.64  -0.827
H -2.66 -5.75 -2.37  0.454
H -2.68 0.28 5.12  0.502
H -1.59 -4.00 -3.72  0.540
O 1.93 0.76 -0.38  -0.159
C 4.10 0.40 -1.20  -0.633
H -2.67 4.35 0.16  0.719
C -0.40 -1.77 -2.97  -1.310
C -2.24 -4.87 -1.88  -0.891
H -3.41 1.94 0.42  0.439
C -1.20 -0.71 1.67  0.855
C -3.00 -0.81 3.28  -1.282
C -0.52 0.23 2.50  1.041
C 3.73 2.44 -3.13  -1.159
H -2.72 -5.55 0.10  0.504
O 0.47 2.46 -1.51  -0.073
C -2.47 -1.19 2.07  -1.249
C -3.02 0.01 -1.08  -1.445
H 3.83 -3.44 -1.13  0.544
C 5.10 0.76 -2.07  -0.752
C 2.09 -2.46 -0.37  -1.312
H -0.53 1.24 4.40  0.655
C -1.08 -2.75 -2.06  1.549
C -2.28 0.04 4.14  -0.915
H 3.57 3.22 -3.86  0.551
C -1.18 -2.62 -0.67  2.152
C -2.95 2.32 -0.49  -0.843
H 1.30 3.58 -2.97  0.494
N -2.14 1.22 -1.10  0.027
H -1.54 2.52 -2.70  0.514
C 2.68 -3.62 2.05  -0.756
H -3.00 -1.89 1.45  0.736
H 4.25 -0.37 -0.46  0.621
C 3.21 -3.26 -0.26  -0.831
C -1.08 0.57 3.74  -0.897
H 0.25 -3.78 3.40  0.440
H -2.34 2.18 2.18  0.302
H -0.01 -0.90 -2.43  -0.630
C -1.73 -3.65 0.11  -1.451
C -0.14 4.36 0.89  -1.025
H -0.14 -2.08 3.18  -0.059
C -1.70 3.05 2.13  -1.293
C -2.28 -4.76 -0.50  -1.033
H 1.85 -2.02 -1.33  0.422
Ta 0.02 1.26 0.04  1.452
H 0.36 4.53 -0.06  0.335
H -0.74 5.23 1.14  0.416
H -3.96 -1.20 3.59  0.539
I 3.43 3.65 0.96  0.209
H -0.93 2.98 2.90  0.484
H -2.97 1.54 -3.01  0.470
C -1.98 1.55 -2.56  -1.168
H 4.38 -4.47 1.07  0.453
C 0.76 0.82 2.02  -1.390
H -1.36 0.80 -3.04  0.070
H -3.76 2.58 -1.17  0.550
C 2.68 2.08 -2.24  1.363
H -3.18 -0.31 -0.06  0.418
H 6.06 0.27 -2.02  0.512
Cl 6.22 2.18 -4.08  -0.129
H -1.71 -3.61 1.19  0.497
C 1.47 2.76 -2.27  -0.392
H -3.98 0.28 -1.53  0.643
H 0.44 -2.24 -3.48  0.522
H -1.58 3.85 -1.12  0.245
H 1.29 -2.55 4.08  0.572
H -2.29 3.95 2.30  0.497
H -2.57 -0.79 -1.65  0.350
P -0.26 -1.37 0.25  0.151
H 0.61 4.20 1.66  0.285
C 4.92 1.78 -3.04  0.006
C 0.67 -2.79 3.21  -1.662
N -1.03 3.17 0.80  -0.270
C -2.08 3.51 -0.22  -0.812
C 2.87 1.05 -1.27  -0.252
H 1.14 1.65 2.62  0.989
C 1.52 -2.84 1.97  1.547
I 3.37 6.24 0.41  0.027

## Properties
net charge	+3
HOMO level	-16.22	eV
2S+1	1
energy above the lowest of the compared OMol25 structures with the same formula, charge and spin	0.256	eV

---

Number 1: DFT total energy -3982.422663 a.u.. Number 2: DFT total energy -4166.165265 a.u.. Number 3: DFT total energy -1840.430893 a.u.. Number 4: DFT total energy -4520.574394 a.u.. Number 5: DFT total energy -3032.670557 a.u..